No. 1
A cluster of 4 separate species, C33H73BrIN2O5P2 in total in a non-equilibrium geometry. Source: the OMol25 dataset; level of theory: ωB97M-V/def2-TZVPD.

The geometry in XYZ format:
```
117
Properties=species:S:1:pos:R:3:forces:R:3:lowdin_charge:R:1
C 1.81545 0.17860 -1.52836 0.5 -0.5 1.0 -0.07
C 1.72272 0.38089 0.08133 -2.1 -0.6 -2.0 -0.30
O 2.93177 0.94114 0.65124 0.2 -0.5 2.6 -0.25
P 2.89364 0.83207 2.37280 -3.8 0.8 -0.7 0.74
O 1.41079 1.10075 2.75401 3.9 -0.8 -0.3 -0.34
C 3.27273 -1.00552 2.74504 1.7 1.2 0.7 -0.20
C 2.89310 -1.27597 4.26682 0.0 1.1 -0.2 -0.20
C 2.78313 -2.83568 4.70191 0.3 1.3 -0.8 -0.43
P 4.23982 -3.07803 5.94118 3.2 0.4 -1.3 0.81
O 5.55515 -2.46780 5.42516 -2.9 -1.0 0.7 -0.44
C 3.19147 -3.86146 3.49959 1.5 -0.2 2.4 -0.10
N 2.04684 -4.22011 2.60456 0.8 -2.0 -0.4 0.06
C 1.01044 -4.88510 3.46986 -1.4 0.3 2.3 -0.07
C 0.44209 -3.71381 4.43547 -1.7 -0.2 -1.2 -0.24
C -0.33709 -2.55181 3.58462 -1.3 -0.8 0.6 -0.07
C -1.00551 -3.09167 2.24568 2.4 2.7 -3.4 -0.71
O -0.55445 -2.62828 1.16323 -1.6 -2.2 4.2 -0.05
Br -2.45885 -4.42711 2.12353 0.9 0.9 0.6 0.73
N 1.43809 -3.03051 5.25908 0.1 -2.1 0.1 -0.16
C 1.25295 -3.04872 6.71113 -1.3 0.7 1.5 -0.19
C 1.40197 -1.56512 7.37916 -1.1 -0.4 0.8 -0.26
C 0.09302 -1.26708 8.30355 1.6 0.0 0.6 -0.62
I -1.32350 0.09120 7.29926 0.6 -1.0 0.4 0.70
O 3.98926 1.88337 3.11840 -2.1 -1.7 -2.0 -0.24
C 3.31579 3.17236 3.28885 -1.1 2.6 1.1 -0.28
C 2.64410 3.26097 4.75585 0.6 -0.6 -0.2 -0.09
H 1.82966 1.19612 -2.04768 0.0 -1.7 0.6 0.07
H 0.90561 -0.46216 -1.83315 1.2 1.3 0.4 0.08
H 2.73029 -0.46917 -1.80474 -1.2 1.3 0.4 0.09
H 0.79028 1.04244 0.23742 1.7 -0.8 0.2 0.13
H 1.43346 -0.64856 0.49561 0.7 1.4 -0.2 0.09
H 4.41735 -1.11795 2.63550 -1.8 -0.2 -0.2 0.12
H 2.68506 -1.58767 1.96532 0.8 0.8 0.9 0.07
H 1.90370 -0.71742 4.47104 1.4 -1.2 -0.3 0.10
H 3.67598 -0.73363 4.92084 -1.0 -0.9 -1.1 0.12
H 3.93653 -2.62787 7.25830 -0.4 -0.2 -0.6 0.03
H 4.40738 -4.51878 6.02112 -0.6 0.7 0.2 0.04
H 4.15103 -3.55825 2.96359 -1.6 0.0 0.5 0.16
H 3.46358 -4.83760 4.05803 -0.5 1.3 -1.2 0.13
H 1.68316 -3.45683 2.00881 -0.2 -0.1 0.5 0.15
H 2.38339 -4.96043 1.94823 -0.1 0.8 0.3 0.20
H 0.19661 -5.43205 2.89220 1.1 1.1 0.4 0.12
H 1.46286 -5.66587 4.18955 -0.1 1.2 -1.5 0.16
H -0.39520 -4.22783 5.04135 1.7 0.8 -0.6 0.17
H -1.17628 -2.17680 4.28162 1.3 -0.5 -1.1 0.13
H 0.32823 -1.66009 3.34254 -0.9 -1.3 0.0 0.12
H 0.14709 -3.31812 6.91571 1.8 0.3 -0.6 0.12
H 1.84325 -3.84744 7.30103 -0.5 1.2 -1.0 0.13
H 1.42605 -0.73451 6.60375 0.3 -1.3 0.9 0.07
H 2.29241 -1.50080 8.09746 -1.1 -0.1 -1.2 0.10
H 0.47123 -0.69068 9.21124 -0.8 -0.7 -1.2 0.05
H -0.40011 -2.22477 8.67384 0.4 1.4 -0.7 0.06
H 4.06268 4.04878 3.24418 -0.6 -1.9 -0.1 0.13
H 2.55233 3.38876 2.45759 1.1 -0.6 1.3 0.12
H 3.39541 2.73958 5.46164 -1.2 0.9 -0.9 0.09
H 2.51136 4.33988 5.09523 0.3 -1.4 -0.6 0.08
H 1.63816 2.72842 4.82082 1.4 0.6 -0.3 0.07
C -2.19006 -2.82369 -1.72264 0.2 0.0 0.0 -0.11
C -2.37604 -1.54186 -2.52359 -0.2 0.0 0.1 -0.27
C -3.62030 -1.55485 -3.41153 0.0 0.1 -0.1 -0.23
C -3.63441 -2.62566 -4.50553 0.0 -0.1 0.1 -0.23
C -2.45481 -2.57978 -5.47906 -0.2 0.0 -0.1 -0.27
C -2.38755 -1.28856 -6.28351 0.2 0.0 0.0 -0.11
H -2.04552 -3.68980 -2.37326 -0.1 0.0 0.0 0.07
H -1.30940 -2.74140 -1.08282 -0.1 -0.1 0.0 0.04
H -3.05619 -3.01282 -1.08228 0.0 0.0 0.0 0.07
H -1.48006 -1.34930 -3.12193 0.0 0.0 0.0 0.09
H -2.46216 -0.70454 -1.82149 0.0 0.0 -0.1 0.10
H -3.73402 -0.56582 -3.86872 0.0 -0.1 0.0 0.10
H -4.50524 -1.69601 -2.78004 0.1 0.0 0.0 0.11
H -4.56696 -2.52770 -5.07344 0.1 0.0 0.0 0.11
H -3.66897 -3.61830 -4.04389 0.0 0.0 0.0 0.10
H -2.54915 -3.41904 -6.17662 0.0 0.0 0.1 0.11
H -1.51097 -2.73026 -4.94496 0.0 0.0 0.0 0.10
H -3.30444 -1.14026 -6.86016 0.0 0.0 0.1 0.08
H -1.55039 -1.32587 -6.98576 -0.1 0.1 0.0 0.07
H -2.23961 -0.41803 -5.63976 0.0 0.0 0.0 0.06
C -2.64939 2.10227 0.97011 0.2 0.1 0.0 -0.11
C -3.58917 3.29347 0.83474 -0.1 -0.1 0.1 -0.27
C -4.99202 2.90642 0.36373 -0.1 0.1 0.0 -0.23
C -5.06245 2.27248 -1.02814 0.1 -0.1 0.0 -0.23
C -4.48433 3.11981 -2.16334 -0.1 -0.1 0.0 -0.27
C -5.22001 4.43734 -2.36621 0.1 0.1 -0.1 -0.11
H -2.48463 1.60658 0.01008 0.0 0.0 0.0 0.05
H -1.67523 2.43106 1.34293 0.0 -0.1 0.0 0.07
H -3.04966 1.36771 1.67444 0.0 0.0 -0.1 0.07
H -3.14891 4.03462 0.16126 0.0 0.0 0.0 0.10
H -3.67492 3.78054 1.81227 0.0 0.0 -0.1 0.11
H -5.62961 3.79661 0.39099 0.0 -0.1 0.0 0.10
H -5.42797 2.20462 1.08439 0.0 0.0 0.0 0.11
H -6.11170 2.04760 -1.25298 0.1 0.0 0.0 0.11
H -4.54600 1.30626 -1.01478 0.0 0.0 0.0 0.09
H -4.54492 2.54172 -3.09204 0.1 0.0 0.1 0.10
H -3.42058 3.31456 -1.99282 0.0 0.0 0.0 0.10
H -6.27773 4.26407 -2.58186 0.0 0.0 0.1 0.08
H -4.78925 4.98272 -3.21003 -0.1 0.0 0.1 0.07
H -5.14775 5.08066 -1.48625 0.0 0.0 0.0 0.07
C 2.46654 5.14419 -7.16987 0.0 0.1 0.1 -0.11
C 2.97718 3.99640 -6.30914 0.1 0.0 -0.1 -0.27
C 2.70832 2.61887 -6.91679 0.0 -0.1 0.1 -0.23
C 1.23062 2.26080 -7.09815 -0.1 0.1 -0.1 -0.23
C 0.38715 2.30178 -5.82256 0.0 -0.1 -0.1 -0.27
C 0.84063 1.30093 -4.76876 -0.1 0.1 0.1 -0.13
H 1.38106 5.10878 -7.28786 0.1 0.0 0.0 0.07
H 2.71662 6.10238 -6.70672 0.0 0.0 -0.1 0.07
H 2.92315 5.12018 -8.16271 -0.1 0.0 0.0 0.08
H 2.54212 4.06582 -5.30750 0.0 0.0 0.0 0.10
H 4.05904 4.11279 -6.18196 -0.1 0.0 0.0 0.10
H 3.19302 1.85947 -6.29315 0.0 0.0 0.0 0.10
H 3.19937 2.55997 -7.89490 0.0 0.0 0.1 0.11
H 1.16890 1.25554 -7.53175 0.0 0.0 0.0 0.11
H 0.78088 2.93255 -7.83668 0.0 0.0 0.0 0.10
H -0.65237 2.07982 -6.08777 0.1 0.1 0.0 0.10
H 0.38562 3.30987 -5.39626 0.0 0.0 0.0 0.10
H 0.80764 0.28027 -5.16064 0.0 0.0 0.0 0.08
H 0.18208 1.34874 -3.89695 0.1 -0.1 0.0 0.06
H 1.85746 1.50703 -4.42629 0.0 0.0 0.0 0.06
```
Forces are in eV/Å.

## Properties
E_LUMO = -3.3 eV
total charge = +1
E = -145335.138 eV
molar mass = 846.7 Da

***

No. 2
A cluster of 6 separate species, C33H73N6O7 in total in a non-equilibrium geometry. Source: the OMol25 dataset; level of theory: ωB97M-V/def2-TZVPD.

The geometry in XYZ format:
```
119
Properties=species:S:1:pos:R:3:forces:R:3:lowdin_charge:R:1
C -1.47504 -0.19533 2.95029 0.0 -0.3 -0.3 -0.10
C -1.18248 -1.70418 2.78938 0.2 0.5 0.2 -0.24
C 0.19448 -2.01609 2.16737 -0.8 -0.6 0.0 -0.20
C 0.44689 -1.36863 0.81161 0.3 0.2 0.3 -0.20
C 1.87637 -0.75197 0.62799 -1.8 0.7 1.0 -0.14
C 1.68346 0.69395 0.16948 1.0 -0.2 -1.0 -0.21
C 2.89870 1.36739 -0.48129 -1.2 0.8 0.0 -0.18
C 2.50562 2.83135 -0.82960 0.9 -0.7 -0.4 -0.19
C 1.47646 2.85172 -1.97683 0.1 1.1 0.3 -0.18
C 0.11544 3.53518 -1.68476 -0.1 -0.6 0.1 -0.17
C -0.47832 3.36861 -0.27813 -0.9 0.3 -0.4 -0.19
C -1.92392 3.92821 -0.17558 0.7 -0.4 0.5 -0.19
C -2.91542 3.16337 -1.05221 -0.2 0.2 0.6 -0.19
C -3.05143 1.68376 -0.62778 0.0 -0.4 -0.7 -0.17
C -2.87090 0.69842 -1.80738 0.4 0.0 0.2 -0.16
C -2.31698 -0.64375 -1.31353 -1.6 0.1 0.0 -0.12
N -1.54188 -1.38723 -2.35426 0.8 -0.2 0.2 0.09
C -0.24548 -0.71091 -2.73990 -0.7 -0.1 -0.2 0.00
C 0.96719 -1.61088 -2.62528 -1.9 -0.1 1.8 -0.53
O 1.77466 -1.58069 -3.44758 3.1 0.4 -2.9 0.22
O 1.02551 -2.39989 -1.54445 -0.4 -0.4 -1.0 0.05
H -0.56144 0.40018 2.90570 0.0 0.1 0.2 0.07
H -2.00643 -0.01156 3.88012 0.1 0.2 0.1 0.07
H -2.13578 0.17891 2.16459 0.1 0.0 -0.1 0.05
H -1.18801 -2.14857 3.78503 -0.1 -0.2 0.0 0.10
H -2.00749 -2.15583 2.24116 0.2 -0.3 -0.2 0.09
H 0.23351 -3.09705 2.01921 0.1 -0.1 0.2 0.08
H 0.95010 -1.76219 2.91388 0.2 0.2 -0.1 0.10
H 0.28437 -2.06382 -0.01798 -0.5 0.4 1.4 0.08
H -0.27699 -0.55606 0.67838 0.2 0.1 0.2 0.07
H 2.46634 -1.34519 -0.06767 0.7 0.3 0.4 0.10
H 2.31054 -0.72140 1.62647 0.6 -0.3 -0.2 0.11
H 0.90209 0.67335 -0.60105 0.0 0.2 0.2 0.07
H 1.32131 1.35287 0.95850 -0.1 -0.3 0.3 0.12
H 3.07257 0.88476 -1.44770 0.5 -0.2 0.2 0.11
H 3.78461 1.36228 0.15006 0.1 -0.2 0.0 0.12
H 2.20059 3.37558 0.06185 -0.2 0.0 0.0 0.10
H 3.42753 3.30616 -1.17017 -0.1 0.2 0.0 0.11
H 1.36350 1.83972 -2.36751 -0.2 -0.1 0.1 0.08
H 1.92725 3.41399 -2.79628 0.0 -0.1 -0.2 0.11
H 0.14007 4.60069 -1.91354 0.2 0.1 0.0 0.10
H -0.58990 3.11166 -2.40803 -0.1 0.1 0.0 0.09
H -0.54228 2.31763 0.00320 0.3 -0.1 0.0 0.08
H 0.09906 3.88355 0.48795 0.3 -0.1 -0.1 0.11
H -2.20987 3.79773 0.87451 -0.2 0.0 0.0 0.12
H -1.93355 5.00377 -0.34547 -0.1 -0.2 -0.3 0.07
H -3.89309 3.63920 -0.95926 0.0 0.1 -0.2 0.11
H -2.61166 3.24809 -2.09581 -0.1 -0.1 -0.1 0.09
H -2.33872 1.38885 0.14567 0.0 0.4 0.1 0.08
H -4.04028 1.46989 -0.22636 0.0 0.2 0.3 0.12
H -3.84492 0.55713 -2.27826 0.1 -0.1 -0.2 0.12
H -2.20747 1.12323 -2.56638 0.1 0.1 0.1 0.10
H -1.72019 -0.55705 -0.40873 0.2 0.0 -0.4 0.10
H -3.17127 -1.27740 -1.07193 0.2 -0.2 0.2 0.15
H -1.31439 -2.31261 -1.97442 -0.1 0.0 0.1 0.18
H -2.08246 -1.54998 -3.20477 -0.2 0.1 0.2 0.19
H -0.14744 0.18266 -2.12833 0.2 -0.1 0.1 0.11
H -0.31082 -0.39504 -3.77466 0.0 0.0 -0.1 0.15
H 1.89466 -2.32106 -1.11810 0.1 -0.5 -0.3 0.12
C -1.90186 -5.53138 0.95977 0.0 -0.2 0.1 -0.34
O -1.82607 -4.32212 0.78963 0.1 0.2 -0.3 -0.02
N -0.91626 -6.40562 0.71339 -0.2 0.0 0.0 -0.18
C -1.07444 -7.83547 0.94267 0.2 0.2 0.0 -0.04
C 0.34971 -5.90547 0.20342 -0.2 0.2 0.1 -0.02
H -2.81741 -6.00896 1.34539 0.0 0.0 0.0 0.14
H -0.33224 -8.16931 1.66761 0.0 -0.2 -0.1 0.09
H -0.92852 -8.37368 0.00643 0.0 -0.1 0.1 0.08
H -2.07085 -8.05021 1.32312 0.0 0.1 0.0 0.09
H 0.77689 -5.19236 0.90968 0.1 0.0 -0.1 0.08
H 0.18594 -5.39203 -0.74631 0.1 0.0 0.0 0.09
H 1.04379 -6.72778 0.05786 0.0 0.0 0.1 0.08
C -2.54912 6.91932 -2.70002 -0.1 0.0 0.0 -0.33
O -2.23294 6.73236 -1.53447 0.0 0.2 -0.1 -0.02
N -1.73006 7.39236 -3.65020 -0.1 -0.1 -0.1 -0.19
C -2.16928 7.59329 -5.01924 0.2 0.1 0.1 -0.05
C -0.35718 7.71643 -3.29385 -0.1 0.0 0.2 -0.03
H -3.56661 6.70801 -3.06972 0.0 0.0 0.0 0.14
H -1.56224 6.98434 -5.69188 -0.1 0.0 -0.1 0.09
H -2.05730 8.64447 -5.28894 -0.1 0.0 -0.1 0.09
H -3.21381 7.30923 -5.12930 0.0 0.0 0.1 0.08
H 0.14253 6.82551 -2.91100 0.1 0.1 0.0 0.08
H -0.35077 8.47667 -2.51234 0.1 0.0 0.0 0.10
H 0.17537 8.08639 -4.16604 -0.1 0.0 0.0 0.09
C 3.68122 -4.03726 2.69022 -0.2 -0.1 0.0 -0.37
O 4.07749 -4.30130 1.56831 0.0 0.2 0.0 0.00
N 4.32170 -3.25397 3.57601 -0.1 0.0 0.0 -0.20
C 3.78457 -2.98294 4.89629 0.2 0.1 -0.1 -0.06
C 5.59349 -2.66210 3.19415 -0.1 -0.1 -0.2 -0.04
H 2.72664 -4.43685 3.07674 0.0 0.0 0.1 0.13
H 3.63136 -1.90835 5.01694 0.0 0.0 0.1 0.09
H 4.48571 -3.33151 5.65664 -0.1 0.0 0.1 0.09
H 2.83313 -3.49367 5.03187 0.0 0.0 -0.1 0.08
H 5.45623 -2.03545 2.31161 0.1 0.0 0.0 0.09
H 6.30583 -3.45006 2.94812 0.1 0.1 0.0 0.10
H 5.98349 -2.06044 4.01130 -0.1 0.0 0.0 0.09
C -2.55594 10.00651 0.64681 0.0 0.0 -0.2 -0.35
O -2.42969 11.20529 0.48426 0.0 -0.1 0.1 0.01
N -2.88992 9.41393 1.81131 0.0 -0.1 -0.1 -0.20
C -3.02028 7.97562 1.92448 0.0 0.2 0.1 -0.06
C -3.12362 10.24554 2.97982 0.1 0.1 -0.2 -0.04
H -2.40121 9.28336 -0.17407 0.0 0.0 0.1 0.12
H -4.03662 7.72320 2.23632 0.0 -0.1 0.0 0.09
H -2.31229 7.60157 2.66822 -0.1 -0.1 0.0 0.09
H -2.81420 7.49901 0.96670 0.0 0.1 0.0 0.06
H -3.93693 10.94340 2.77723 0.0 0.0 0.1 0.09
H -2.22575 10.82196 3.20597 -0.1 0.0 0.1 0.09
H -3.38173 9.62284 3.83311 0.0 -0.1 0.0 0.08
C 2.21202 -10.64525 0.86954 0.1 -0.1 0.1 -0.34
O 1.21318 -10.34251 1.49677 0.0 0.2 -0.2 0.01
N 2.41079 -10.40412 -0.44234 0.1 -0.1 0.0 -0.20
C 3.63164 -10.79549 -1.12232 -0.2 0.1 -0.1 -0.05
C 1.36751 -9.73226 -1.19495 0.0 -0.2 0.3 -0.04
H 3.06298 -11.16078 1.34494 0.0 0.0 0.0 0.14
H 4.12148 -9.91139 -1.53527 0.1 -0.1 0.0 0.09
H 3.39455 -11.48568 -1.93424 0.1 0.0 0.0 0.09
H 4.31212 -11.28536 -0.42934 0.0 0.0 0.0 0.08
H 1.17617 -8.75675 -0.74975 -0.1 0.0 -0.1 0.05
H 0.45091 -10.32287 -1.14656 -0.1 0.1 -0.1 0.10
H 1.67013 -9.60935 -2.23193 0.1 0.0 0.0 0.09
```
Forces are in eV/Å.

## Properties
E_LUMO = -2.7 eV
total charge = +1
E = -58671.582 eV
molar mass = 666.0 Da

***

Q: Which value of E_LUMO does entry 2 give?
A: -2.7 eV

***

Q: What is the E in the first record?
A: -145335.138 eV

***

Q: The lowest E_LUMO belongs to which entry?
A: C33H73BrIN2O5P2